1.
A molecular structure, C40H67BrCl2N3O20PS8 in a non-equilibrium geometry. Source: the OMol25 dataset; level of theory: the ωB97M-V functional and the def2-TZVPD basis.

XYZ file:
```
142
Properties=species:S:1:pos:R:3:forces:R:3
Br -3.8960 4.2312 2.1540 0.01 -0.28 -0.31
Cl -3.4709 0.2887 -2.7377 0.54 0.35 -0.14
Cl 0.5699 0.4134 -1.2565 -0.69 0.59 -0.18
S 1.7004 -2.5462 3.1979 0.37 0.15 -0.04
S -5.6304 8.6638 0.7260 -0.04 0.17 0.35
S 6.3915 -10.1951 5.4168 0.02 -0.44 0.23
S 6.6066 -4.7643 2.9903 0.34 -0.43 0.51
S -10.5808 7.8546 4.6708 -0.36 0.05 -0.05
S -2.2491 7.2695 -1.1287 0.39 -1.06 -0.32
S -2.1020 -4.2039 -3.7036 -0.16 -0.41 0.06
S 3.8671 1.4786 -7.1416 0.18 0.48 -0.09
P 1.4846 2.4337 -3.7142 3.22 -0.89 0.44
O 2.6752 2.2421 -2.8638 -0.67 0.35 -0.27
O 3.0350 2.5122 -6.5536 2.29 -2.17 -3.18
O 1.0276 0.9538 -4.2539 -0.93 2.25 -0.31
O -11.1801 8.4084 5.8573 0.33 0.01 0.09
O 1.9842 3.2412 -5.0798 -4.82 1.16 4.54
O 3.6574 0.0803 -6.8599 -0.24 0.10 0.07
O -5.9982 7.5166 -0.0676 0.07 0.17 -0.22
O -5.2722 9.9261 0.1255 -0.01 -0.19 -0.31
O 7.7997 -10.0302 5.1505 -0.11 0.29 -0.14
O -9.1497 7.7500 4.5133 -0.13 0.07 0.21
O -1.1594 -4.0688 -2.6243 -0.01 0.29 -0.11
O -1.7606 2.5982 1.5746 -0.74 0.39 -0.31
O 5.8601 -5.2246 1.8459 -0.01 0.22 -0.04
O 0.9289 -3.6816 2.7509 -0.17 0.07 0.22
O 1.3140 -1.7649 4.3485 -0.29 -0.23 0.01
O -2.6102 -3.0591 -4.4285 -0.30 -0.96 -0.17
O 5.4256 -9.1751 5.0924 0.11 0.04 -0.05
O 2.8018 5.9076 -1.2147 0.32 0.17 -0.53
O 6.5756 -3.3886 3.4279 0.08 0.01 -0.13
O 1.7169 6.7986 -2.8307 -0.53 -0.31 -1.13
N -2.7786 5.7398 -0.7143 2.23 1.07 -1.67
N -0.9294 6.9446 -2.0321 -0.26 -0.87 0.18
N 2.9414 6.5990 -2.1478 0.12 -0.21 1.22
C 5.5294 -12.6667 5.9123 0.03 -0.08 0.09
C -1.0098 1.1632 -1.7832 -0.68 0.18 0.06
C 6.2792 1.5882 -8.1633 -0.02 -0.06 -0.07
C 3.9320 1.7006 -8.9238 0.15 0.02 -0.49
C -6.4771 8.0897 3.1383 0.21 -0.05 0.07
C -4.9657 8.3002 3.2801 -0.04 0.04 0.02
C 6.2253 -5.8205 4.3790 -0.03 -0.31 0.23
C -2.7132 3.0862 1.0605 0.71 -0.91 -0.40
C -6.9035 8.9411 1.9484 -0.24 -0.07 0.36
C -12.1574 6.4325 3.0607 -0.10 0.02 -0.06
C 8.3125 -5.2856 2.8070 0.50 -0.16 0.02
C -1.1452 -1.0382 -3.1984 -0.63 0.46 -0.76
C 3.4034 -3.0557 3.3866 0.40 -0.09 -0.10
C 7.2394 -6.9534 4.2811 0.19 0.16 -0.16
C 5.5837 1.8698 -6.8356 0.43 -0.01 -0.06
C 6.1751 -10.6555 7.1297 -0.17 -0.16 0.36
C -1.8778 3.4896 -1.2729 0.34 -0.39 -0.47
C 5.3583 2.1581 -9.2468 0.08 0.07 -0.05
C -11.5270 7.5655 2.2439 0.05 -0.09 -0.02
C 5.1363 -11.7709 7.0918 -0.10 -0.03 -0.07
C -4.3504 8.1724 1.8826 0.34 -0.12 0.34
C -3.0608 2.8926 -0.4490 -0.26 1.43 -0.22
C -3.7632 -6.1403 -4.2973 0.01 0.00 -0.12
C 8.5756 -6.2874 3.9366 0.00 -0.02 0.11
C 0.1996 3.3581 -2.7630 -2.17 1.74 0.44
C -1.6598 0.4378 -3.0305 0.99 -1.23 0.23
C -3.4890 -5.1807 -3.1448 -0.38 -0.24 -0.03
C 3.4860 -1.4692 1.5401 0.05 -0.01 0.08
C 1.9763 -1.4538 1.8023 0.13 0.34 -0.37
C 4.0220 -2.8241 2.0150 -0.13 0.20 -0.39
C -1.4811 -5.3997 -4.8870 0.11 -0.37 -0.32
C -11.2490 8.6880 3.2377 -0.10 0.06 -0.42
C -11.3125 6.2536 4.3265 -0.22 -0.41 -0.18
C 5.8336 -11.7511 4.7217 -0.15 -0.47 -0.12
C -0.7638 5.5937 -2.1035 -2.13 0.27 1.44
C 1.3535 5.5848 -3.5507 0.02 -0.27 1.11
C -0.9057 2.7069 -1.9361 -0.23 0.85 0.21
C -1.8650 4.9755 -1.3377 1.03 -2.68 -0.42
C 0.2388 4.7819 -2.7918 0.56 -0.61 -0.45
C -2.3891 -6.6284 -4.7691 -0.04 -0.11 0.04
H 8.9640 -4.4163 2.8784 -0.17 0.07 -0.12
H -10.5340 9.4218 2.8697 0.04 0.00 0.18
H 4.9402 -11.5535 4.1299 0.07 0.14 0.03
H -11.9183 5.9460 5.1767 0.17 0.09 0.09
H -12.1826 7.8976 1.4387 0.05 0.00 0.02
H -3.4862 8.8238 1.7604 -0.07 -0.02 -0.19
H 8.9561 -5.7594 4.8154 -0.02 0.00 -0.04
H 2.2954 4.9861 -3.5929 -0.99 0.29 -0.41
H -3.9627 3.5096 -0.6900 0.74 -0.49 0.26
H -10.5033 5.5408 4.1701 0.06 0.12 0.06
H 3.4445 -4.0957 3.7073 -0.18 0.04 0.05
H 6.3725 -5.2381 5.2899 -0.02 0.07 -0.08
H 6.9540 -7.6424 3.4837 -0.04 0.00 0.10
H -1.2445 -1.6062 -2.2437 0.04 0.54 -0.75
H 6.6161 -12.1617 4.0863 0.00 0.20 -0.04
H -4.5216 7.5836 3.9719 0.00 0.03 -0.05
H -7.0116 8.3718 4.0415 0.00 -0.06 -0.08
H -1.5392 -4.9525 -5.8790 -0.02 0.10 0.10
H 7.1337 -11.0225 7.4989 0.01 0.06 -0.07
H -6.6856 7.0354 2.9378 -0.06 0.05 0.01
H 0.4260 1.1072 -5.0095 0.33 -0.55 0.10
H 1.0012 5.9167 -4.5501 0.31 -0.22 0.58
H -4.4016 -6.9673 -3.9857 0.01 0.05 -0.01
H -10.5903 7.2209 1.7968 -0.03 0.05 0.00
H 3.9663 -0.6685 2.1094 -0.02 -0.03 -0.01
H -4.3312 -4.5302 -2.9161 0.14 0.12 0.03
H -1.7795 -1.5453 -3.9874 1.01 1.12 1.30
H 6.4226 -13.2404 6.1731 -0.03 0.04 -0.01
H 1.4184 -1.8461 0.9522 -0.06 -0.06 0.12
H -2.4539 -7.1614 -5.7182 0.03 0.03 0.04
H -3.3189 1.8522 -0.7273 0.37 0.61 0.60
H 5.6421 2.9278 -6.5770 -0.09 -0.04 0.04
H -3.1762 -5.7195 -2.2494 0.06 0.10 -0.01
H -4.2669 -5.6125 -5.1117 -0.02 0.00 0.06
H -1.9764 -7.3216 -4.0316 -0.02 0.04 -0.02
H 5.4077 3.2501 -9.2285 0.00 -0.04 0.02
H -12.2110 5.5050 2.4899 0.00 0.03 0.05
H -12.1723 9.1825 3.5417 0.07 -0.01 0.07
H 5.1105 -12.3252 8.0301 0.00 0.04 -0.03
H 3.7042 -3.6088 1.3236 0.02 -0.01 0.07
H 4.1420 -11.3501 6.9201 0.04 0.02 0.04
H 8.4186 -5.7496 1.8269 -0.14 0.07 0.00
H -4.7735 9.3009 3.6766 -0.01 -0.03 -0.02
H 3.7034 0.7427 -9.3907 -0.03 0.00 0.13
H -6.8965 10.0024 2.2013 0.04 -0.02 -0.09
H 1.6199 -0.4554 2.0505 -0.17 -0.13 0.06
H 6.3917 0.5099 -8.3048 0.02 0.04 0.05
H 5.1085 -2.8357 2.0609 -0.41 0.14 -0.09
H 5.8565 -9.7901 7.7081 0.09 0.08 -0.14
H 3.7034 -1.2964 0.4855 -0.04 0.02 0.04
H -7.8734 8.6581 1.5428 0.09 0.02 -0.15
H -1.6883 0.9293 -0.9323 0.79 0.28 -0.66
H 3.1932 2.4430 -9.2200 -0.09 -0.11 0.14
H -4.0731 7.1410 1.6595 -0.09 0.05 -0.11
H 5.1932 -6.1610 4.3135 0.00 0.11 -0.09
H -0.0896 -1.0831 -3.5386 -0.63 0.25 0.41
H 1.2349 3.8189 -5.3364 0.52 -0.16 -0.32
H 7.2966 -7.5168 5.2069 0.01 0.06 -0.08
H -13.1790 6.7073 3.3358 0.05 0.00 -0.01
H 5.6589 1.8340 -10.2438 -0.03 0.03 0.03
H -1.5636 1.0186 -3.9738 -0.12 -0.33 0.79
H 3.8620 -2.4119 4.1383 -0.06 -0.02 0.00
H -0.4462 -5.6371 -4.6476 -0.02 0.21 0.04
H 9.3280 -7.0205 3.6445 -0.03 0.03 0.01
H 5.9603 1.2619 -6.0151 -0.19 0.02 0.05
H 7.2717 2.0384 -8.1979 -0.03 -0.03 0.02
H 4.7424 -13.3805 5.6677 0.05 0.03 -0.01
```
Positions in Å, forces in eV/Å.

Summary:
* F_max: 0.13077 Eh/bohr
* LUMO level: -1.0 eV
* E_HOMO: -8.98 eV
* gap between HOMO and LUMO: 7.98 eV

=====

2.
A molecular structure, C40H68B2N10O2P2Ti in a non-equilibrium geometry. Source: the OMol25 dataset; level of theory: the ωB97M-V functional and the def2-TZVPD basis.

XYZ file:
```
125
Properties=species:S:1:pos:R:3:forces:R:3
Ti 11.7023 12.0168 13.7052 -0.02 -0.66 1.03
P 9.4068 10.3293 12.7809 0.27 0.53 -0.90
P 15.6118 9.0259 14.0009 -0.46 0.20 -0.08
O 8.5409 13.0636 17.5378 -0.01 0.20 0.29
O 12.1912 12.8772 11.8867 0.60 -0.19 -0.97
N 13.2553 13.3223 14.3025 -0.21 -0.36 -0.07
N 12.9197 13.9541 15.4554 0.90 -0.18 0.42
N 11.9412 11.1939 15.5603 -0.46 0.03 -0.66
N 11.6459 12.1028 16.5492 0.13 -0.49 -0.30
N 10.5800 13.7695 14.0547 -0.65 1.15 -0.71
N 13.8304 10.0825 11.9677 1.10 1.51 1.71
N 11.7940 14.3139 17.6412 -1.71 -0.46 -0.42
N 11.6742 9.5126 11.5585 0.02 -0.95 0.90
N 10.4557 14.0792 15.4162 2.18 -2.44 -0.52
N 10.7081 14.9281 18.2569 0.73 -0.12 -1.42
C 11.4310 10.0796 17.4314 0.38 -0.63 -0.80
C 16.7709 7.2834 11.9935 1.03 -0.42 0.14
C 9.1062 15.4247 14.3464 0.25 0.43 1.11
C 14.2385 14.0283 13.7163 0.09 -0.08 -0.56
C 9.0304 8.3482 14.6830 1.11 1.07 1.09
C 9.8493 15.0729 11.9338 0.31 -0.83 0.88
C 9.8205 14.7405 13.4199 -0.25 -0.86 -0.82
C 7.6260 12.4608 12.0528 1.06 0.27 0.39
C 7.0028 8.8087 13.2504 0.90 0.03 -0.01
C 11.8192 9.9544 16.0855 0.39 0.03 1.17
C 12.9026 14.4684 18.3863 0.69 -0.28 -0.40
C 13.7822 9.3371 10.8076 0.90 -0.05 -0.59
C 13.1254 7.7606 8.6486 0.42 -0.31 -0.15
C 9.6084 15.0174 15.5948 -1.53 2.16 -0.12
C 14.5936 6.6872 13.1534 -0.06 -1.51 -0.85
C 16.6825 6.6362 14.4456 0.98 -0.43 -1.02
C 12.1732 7.9963 9.6098 -0.60 -0.11 0.04
C 8.3992 11.2942 11.4323 0.74 -0.82 0.48
C 18.4950 9.6676 13.7589 -0.60 -0.71 -1.12
C 12.2844 8.7143 15.4001 -0.49 0.47 0.57
C 11.2047 15.5879 19.2657 0.85 -0.43 0.47
C 8.2507 9.4436 13.9508 -0.50 -0.35 -0.58
C 9.4722 11.7469 10.4044 -1.45 -0.05 -0.14
C 11.3647 11.4363 17.6592 -0.92 0.05 1.23
C 7.8595 10.4983 14.9847 -1.01 -0.64 -0.08
C 15.1581 10.2423 12.6320 0.31 -0.20 -0.57
C 14.7515 9.1421 9.8402 -0.02 -1.49 -0.85
C 12.5191 8.8484 10.6235 -1.72 0.91 0.89
C 10.3493 8.9887 11.8515 0.00 1.02 0.68
C 17.4774 9.3600 16.0478 1.41 0.89 -1.07
C 14.4135 8.3133 8.7455 -0.73 0.65 0.81
C 14.5345 15.1426 14.4946 0.72 -0.46 0.17
C 17.2136 9.8184 14.5534 -0.21 0.11 1.42
C 15.9525 7.3155 13.2953 -0.01 1.85 0.00
C 12.5842 15.2792 19.4326 0.01 0.19 -0.36
C 14.8520 13.6326 12.4021 0.57 1.05 0.87
C 13.7482 14.9849 15.6074 -0.68 1.72 0.18
C 7.3668 10.4750 10.6638 0.55 0.35 -0.31
C 16.9725 11.3269 14.7022 0.33 0.67 -0.27
C 10.3231 16.4343 20.0782 0.42 0.14 -0.20
B 12.4768 10.3027 12.4552 0.42 -0.55 -0.99
B 11.6559 13.6147 16.3114 0.25 0.29 0.45
H 18.4281 10.0433 12.7164 -0.03 -0.29 0.53
H 15.2546 11.1580 13.2131 -0.61 0.03 -0.31
H 13.9859 7.0853 12.3451 -0.21 0.43 0.10
H 7.2492 10.0121 15.7420 0.03 -0.05 0.28
H 7.2888 8.3260 12.3023 -0.23 0.44 0.13
H 7.7643 9.6177 10.1515 0.33 -0.61 -0.03
H 11.2746 9.2471 18.1177 0.04 0.51 -0.18
H 16.6379 9.6280 16.6931 0.19 -0.21 0.01
H 17.6057 8.0131 11.9388 -0.59 -0.22 0.34
H 11.7613 7.8652 15.8398 -0.05 -0.06 -0.33
H 16.6432 5.5706 14.1662 0.24 0.13 0.65
H 6.9405 12.1606 12.8570 0.21 0.06 -0.39
H 10.1260 15.9116 20.9673 -0.42 -0.63 1.47
H 8.4010 16.2015 14.1985 -0.34 0.53 -0.23
H 17.7322 6.9814 14.3874 -0.42 -0.46 0.42
H 8.9435 13.7782 18.0726 -0.13 -0.31 -0.25
H 8.7007 10.9545 15.4446 0.93 0.30 0.62
H 6.1867 9.5237 13.1360 0.14 -0.14 -0.19
H 10.8130 17.3542 20.3703 -0.14 0.34 -0.20
H 14.6600 12.6266 12.1384 0.10 -0.97 -0.15
H 12.9483 12.4010 11.4709 -0.68 0.21 0.01
H 11.1865 7.5369 9.5913 0.20 0.14 -0.28
H 15.9422 10.3095 11.8505 -0.41 -0.05 0.32
H 6.6439 7.9763 13.8390 -0.17 -0.07 0.54
H 9.9281 10.8816 9.9473 0.21 -0.30 -0.19
H 11.0360 11.9272 18.5810 0.36 0.03 -0.59
H 10.8173 15.4760 11.7283 0.95 0.22 -0.28
H 17.7593 8.3183 16.0947 -0.32 -0.26 0.25
H 10.3528 8.1171 12.5362 0.19 0.23 -0.69
H 9.6811 14.2220 11.2918 -0.01 -0.14 -0.15
H 12.1136 8.8321 14.3344 0.17 -0.52 -0.17
H 17.8243 11.7510 15.2444 -0.02 -0.10 0.01
H 15.1174 8.1175 7.9643 0.38 -0.03 -0.20
H 7.0496 12.8487 11.2235 -0.29 0.54 0.01
H 14.5095 14.2686 11.6144 -0.39 0.58 -0.63
H 15.2876 15.9142 14.3709 -0.17 -0.33 -0.18
H 18.9176 8.6678 13.7677 -0.28 -0.31 -0.26
H 8.4699 8.0438 15.5676 -0.18 0.08 0.03
H 9.5288 15.4866 16.5657 -0.35 -0.28 -0.12
H 15.7654 9.4808 9.9578 0.13 0.24 -0.09
H 16.2710 6.8275 15.4415 -0.06 -0.18 -0.26
H 7.0870 11.1541 9.8609 -0.58 -0.05 -0.08
H 13.8422 14.0005 18.0408 -0.64 0.45 0.60
H 8.9558 12.2951 9.5810 0.47 -0.10 0.62
H 9.1902 15.8683 11.6375 -0.65 0.17 0.32
H 7.6395 12.9557 17.8666 0.17 0.02 0.01
H 14.6934 5.6179 12.8892 0.25 0.24 -0.03
H 16.1910 7.4322 11.0771 -0.12 -0.29 0.35
H 6.5252 10.1809 11.2605 -0.39 0.09 -0.04
H 14.0831 6.6498 14.0971 -0.52 0.36 0.45
H 9.9166 8.7717 10.8960 -0.82 -0.44 -0.31
H 13.6644 15.7031 16.4147 -0.10 -0.39 0.00
H 16.0879 11.5926 15.3109 0.08 -0.15 -0.55
H 18.4209 9.9119 16.3466 -1.15 -0.42 0.03
H 13.2956 15.6509 20.1218 0.23 0.30 0.73
H 9.3871 16.5577 19.5664 -0.36 0.49 -0.19
H 13.3417 8.6005 15.6164 0.23 0.02 -0.28
H 19.2285 10.2275 14.2570 1.15 1.14 0.62
H 15.9278 13.8184 12.4208 -0.03 -0.26 0.14
H 9.2733 7.4201 14.1715 0.03 0.21 -0.44
H 7.2501 11.3024 14.6067 -0.19 0.22 -0.40
H 12.3497 13.8244 11.7489 -0.20 -0.05 0.17
H 8.3253 13.2379 12.4360 -0.86 -0.64 -0.16
H 17.0058 11.8298 13.7125 -0.34 -0.08 0.59
H 10.2475 12.3271 10.8598 0.32 0.42 0.03
H 9.9601 8.8531 15.0826 -0.95 -0.95 -0.45
H 17.2975 6.3038 11.9679 -0.49 0.35 -0.35
H 12.8166 7.1169 7.8407 0.41 -0.08 -0.28
```
Positions in Å, forces in eV/Å.

Summary:
* F_max: 0.06436 Eh/bohr
* charge: +2
* LUMO level (alpha / beta): -6.5 / -6.5 eV
* E_HOMO (alpha / beta): -12.46 / -12.46 eV
* ΔE to the lowest compared entry with this formula, charge and spin: 72.6 kcal per mole
* gap between HOMO and LUMO (alpha / beta): 5.92 / 5.92 eV